This record from OMol25 describes a molecular structure, C46H80F5N2NiO4PSSi5Te. The level of theory is ωB97M-V/def2-TZVPD.

Output
* orbital gap (spin up / spin down): 4.449 / 4.500 eV
* total charge: -2
* E_LUMO (spin up / spin down): 0.135 / 0.135 hartree
* calculated total energy: -6674.22858 Eh
* 2S+1: 3
* strongest force on any atom: 0.0759 hartree/bohr

Atoms and positions in Å:
Ni 0.7402 -0.8711 -0.4974
C 3.5208 2.1000 -2.8664
C 2.4712 3.1657 -3.1558
C 2.6523 3.7137 -4.5607
C 2.5747 4.3067 -2.1393
O 1.1565 2.5739 -3.1709
P 0.2305 2.2718 -1.8573
O -0.1569 3.5033 -1.1647
O 0.9435 1.2257 -1.0157
O -0.9980 1.4637 -2.6338
C -3.0955 1.7433 -4.3131
C -4.1922 0.8925 -3.6688
C -2.2377 0.8890 -5.2441
C -3.8251 2.7882 -5.1583
H 4.5131 2.5556 -2.7726
H 3.5452 1.3528 -3.6664
H 3.2741 1.5862 -1.9379
H 3.6541 4.1382 -4.6772
H 1.9062 4.4883 -4.7591
H 2.5189 2.9089 -5.2919
H 3.5351 4.8195 -2.2589
H 2.4918 3.9220 -1.1194
H 1.7496 5.0084 -2.2772
H -3.8139 0.2795 -2.8632
H -4.6373 0.2272 -4.4197
H -4.9760 1.5350 -3.2623
H -1.8242 0.0266 -4.7276
H -1.4059 1.4759 -5.6507
H -2.8397 0.5225 -6.0862
H -4.3140 3.5290 -4.5159
H -4.5881 2.2786 -5.7646
H -3.1437 3.3177 -5.8249
C -0.1235 -3.0882 5.0953
Si -1.8050 -2.8699 4.2729
C -3.0526 -2.9262 5.6929
C -2.1566 -4.4496 3.3171
Si -1.9474 -0.7964 3.2090
Te -0.6222 0.1268 1.3386
Si -1.4361 0.7476 4.8786
C -2.0725 0.4538 6.6313
C 0.4360 0.9162 5.0319
C -2.0734 2.4418 4.3804
Si -4.1996 -0.4931 2.6974
C -5.2922 -0.2748 4.2238
C -4.4581 1.0278 1.6413
C -4.8932 -1.9666 1.7583
H -0.0430 -4.0694 5.5775
H 0.0400 -2.3130 5.8572
H 0.6809 -3.0025 4.3518
H -2.7971 -3.7408 6.3804
H -4.0668 -3.1060 5.3126
H -3.0774 -1.9899 6.2640
H -2.5998 -5.1963 3.9843
H -1.2465 -4.8702 2.8790
H -2.8542 -4.2710 2.4902
H -1.5903 -0.4145 7.1007
H -3.1563 0.2699 6.6343
H -1.8760 1.3352 7.2520
H 0.8939 -0.0127 5.4029
H 0.7195 1.7385 5.6991
H 0.8429 1.1160 4.0293
H -3.1682 2.4917 4.4564
H -1.8065 2.6510 3.3353
H -1.6485 3.2303 5.0119
H -4.9840 0.6091 4.8001
H -5.2342 -1.1423 4.8956
H -6.3395 -0.1397 3.9270
H -4.2901 1.9427 2.2239
H -5.4732 1.0587 1.2298
H -3.7449 1.0536 0.8067
H -4.9172 -2.8674 2.3874
H -4.2643 -2.1925 0.8860
H -5.9102 -1.7626 1.4062
F -0.1694 -3.4372 -1.6929
C 0.6281 -3.0037 -0.6282
F 1.8294 -3.6810 -0.8438
C 0.0066 -3.7416 0.5589
F 0.1172 -5.0905 0.4682
F 0.6109 -3.3973 1.7207
F -1.2979 -3.4649 0.6600
C 3.0052 -1.5233 -5.8958
C 2.6584 -0.1964 -5.6671
C 1.6845 0.1274 -4.7272
C 1.0170 -0.8724 -4.0135
C 1.3937 -2.2050 -4.2417
C 2.3752 -2.5283 -5.1747
Si -0.1482 -0.6026 -2.5486
C -1.7542 -1.4391 -3.0028
C -2.7099 -1.5659 -1.9875
C -3.8511 -2.3342 -2.1703
C -4.0458 -3.0120 -3.3702
C -3.0965 -2.9155 -4.3800
C -1.9602 -2.1342 -4.1963
C -2.2307 2.5257 -3.2259
C -1.5779 3.7083 -3.8388
C -1.8939 4.9985 -3.4973
C -2.8248 5.3210 -2.5003
C -3.3369 4.2378 -1.7654
C -3.0539 2.9293 -2.0660
H 3.7710 -1.7709 -6.6218
H 3.1580 0.5955 -6.2169
H 1.4452 1.1657 -4.5314
H 0.9240 -3.0032 -3.6672
H 2.6549 -3.5652 -5.3248
H -2.5509 -1.0511 -1.0391
H -4.5839 -2.4152 -1.3743
H -4.9346 -3.6173 -3.5138
H -3.2370 -3.4525 -5.3118
H -1.2321 -2.0607 -4.9989
H -0.8148 3.5137 -4.5899
H -1.3785 5.8047 -4.0179
H -3.0603 6.3471 -2.2450
H -3.9636 4.4383 -0.8975
H -3.3950 2.1248 -1.4121
C 6.7704 -2.5050 2.6553
C 6.3012 -3.8032 1.9895
C 5.1372 -3.6225 1.0081
C 3.7775 -3.3405 1.6489
N 3.6111 -1.9741 2.1705
C 3.2705 -0.8919 1.4161
S 3.3170 -0.8797 -0.2878
N 2.9255 0.1740 2.1356
C 2.7939 1.5453 1.6398
C 4.1514 2.2266 1.4563
C 5.0717 2.1429 2.6755
C 4.5052 2.8412 3.9141
H 7.6209 -2.6860 3.3193
H 5.9721 -2.0464 3.2402
H 7.0791 -1.7774 1.8978
H 6.0150 -4.5279 2.7618
H 7.1442 -4.2412 1.4456
H 5.0148 -4.5408 0.4248
H 5.3630 -2.8253 0.3000
H 3.6435 -4.0129 2.4997
H 2.9950 -3.5474 0.9254
H 3.2505 -1.9311 3.1099
H 2.8580 0.0498 3.1330
H 2.1739 2.0821 2.3573
H 2.2471 1.5345 0.7008
H 3.9650 3.2757 1.2066
H 4.6477 1.7691 0.5972
H 6.0340 2.5951 2.4188
H 5.2715 1.0914 2.9049
H 4.3285 3.9016 3.7108
H 5.1941 2.7709 4.7609
H 3.5508 2.4031 4.2243

These are the Löwdin partial charges, in e, on atoms 1 to 2: atom 1 (Ni): -0.038, atom 2 (C): -0.026

***

This record from OMol25 describes 5 unconnected molecules or ions with the total composition C46H82N6O5S. The level of theory is ωB97M-V/def2-TZVPD.

Output
* orbital gap (spin up / spin down): 8.399 / 8.606 eV
* E_LUMO (spin up / spin down): -0.002 / -0.002 hartree
* calculated total energy: -2904.58906 Eh
* 2S+1: 5
* strongest force on any atom: 0.0556 hartree/bohr

Atoms and positions in Å:
C 2.0138 -2.6240 -0.4706
C 2.2329 -1.7811 -1.7527
O 1.0519 -1.4994 -2.5194
C -0.0411 -1.1867 -1.7694
C -0.1890 0.0136 -1.1367
S 1.0883 1.2703 -1.1943
C -1.3788 0.3061 -0.4001
C -2.3639 -0.6186 -0.3269
C -2.2542 -1.9012 -0.9370
N -3.2915 -2.7769 -0.7693
C -3.0424 -3.9106 -1.3786
C -1.8837 -4.2111 -2.1523
N -0.9000 -3.3600 -2.3070
C -1.0848 -2.1718 -1.6601
H 2.0802 -1.9615 0.4015
H 1.1162 -3.2483 -0.4900
H 2.8683 -3.3167 -0.4005
H 2.8828 -2.3709 -2.4167
H 2.8156 -0.8804 -1.5105
H 1.0272 1.8669 -2.4119
H -1.5252 1.2511 0.1212
H -3.2812 -0.3841 0.2162
H -3.7965 -4.6997 -1.2829
H -1.7801 -5.1989 -2.6315
C -2.1535 3.9864 -1.0511
C -3.6637 4.2322 -0.8381
C -4.2429 4.9583 -2.0562
C -3.8325 6.4287 -2.1254
C -4.1692 7.1458 -0.8188
C -3.5928 6.4470 0.4171
N -3.8912 4.9855 0.4307
O -5.1420 4.8332 0.7718
C -2.0690 6.6843 0.4851
C -4.1215 7.1420 1.6751
C -4.2595 2.8225 -0.7721
H -1.6269 4.8352 -1.4818
H -1.6662 3.7100 -0.1136
H -1.9890 3.1659 -1.7516
H -5.3366 4.9039 -2.0348
H -3.9311 4.4498 -2.9720
H -2.7653 6.5190 -2.3464
H -4.3529 6.9146 -2.9541
H -3.8058 8.1752 -0.8647
H -5.2590 7.2110 -0.7307
H -1.6152 6.0860 1.2774
H -1.8594 7.7317 0.7094
H -1.5461 6.4798 -0.4452
H -5.2097 7.1493 1.7262
H -3.7986 8.1835 1.6918
H -3.7381 6.6616 2.5780
H -3.8725 2.2769 0.0917
H -3.9912 2.2601 -1.6670
H -5.3476 2.8281 -0.7176
C 0.2736 0.2388 5.4083
C 0.3248 1.4245 4.4193
C 0.9690 2.6337 5.1032
C 0.0511 3.2990 6.1281
C -1.2983 3.6487 5.4988
C -1.9731 2.4534 4.8166
N -1.0448 1.7271 3.9013
O -0.9169 2.4363 2.8119
C -2.5322 1.4933 5.8879
C -3.2258 2.9399 4.0794
C 1.2479 0.9348 3.3050
H -0.0250 0.5204 6.4155
H -0.3991 -0.5418 5.0485
H 1.2609 -0.2115 5.5174
H 1.2470 3.3801 4.3511
H 1.9001 2.3302 5.5884
H -0.0895 2.6493 6.9965
H 0.5247 4.2078 6.5066
H -1.9612 4.0594 6.2641
H -1.1423 4.4502 4.7685
H -2.8960 0.5701 5.4337
H -3.3756 1.9539 6.4046
H -1.8215 1.2377 6.6693
H -3.0089 3.7128 3.3423
H -3.9341 3.3712 4.7875
H -3.7275 2.1133 3.5717
H 0.8107 0.0751 2.7898
H 2.2110 0.6206 3.7085
H 1.4595 1.7083 2.5666
C 7.7404 0.4962 2.1565
C 6.2306 0.7645 2.3466
C 5.6723 1.4664 1.1041
C 6.0987 2.9293 1.0007
C 5.7558 3.6830 2.2838
C 6.3115 3.0122 3.5443
N 5.9980 1.5526 3.5946
O 4.7430 1.4231 3.9213
C 7.8364 3.2372 3.6231
C 5.7748 3.7465 4.7766
C 5.6176 -0.6366 2.4417
H 8.2806 1.3282 1.7112
H 8.2143 0.2380 3.1050
H 7.8985 -0.3434 1.4786
H 4.5775 1.4243 1.1153
H 5.9879 0.9311 0.2050
H 7.1692 3.0032 0.7885
H 5.5919 3.3983 0.1543
H 6.1299 4.7072 2.2151
H 4.6656 3.7610 2.3581
H 8.2758 2.6571 4.4364
H 8.0536 4.2879 3.8212
H 8.3677 3.0026 2.7047
H 4.6859 3.7653 4.8142
H 6.1074 4.7848 4.7686
H 6.1428 3.2879 5.6969
H 5.9886 -1.1654 3.3223
H 5.8885 -1.2233 1.5637
H 4.5288 -0.6172 2.4839
C -3.5867 -9.0032 -6.8294
C -3.1033 -7.8429 -5.9309
C -2.6754 -6.6595 -6.8052
C -1.3470 -6.8929 -7.5207
C -0.2597 -7.2872 -6.5242
C -0.6524 -8.4775 -5.6430
N -2.0053 -8.3086 -5.0300
O -1.8983 -7.4536 -4.0516
C -0.5974 -9.7778 -6.4725
C 0.4271 -8.6843 -4.5764
C -4.3533 -7.4473 -5.1381
H -2.9629 -9.1689 -7.7043
H -3.6525 -9.9344 -6.2642
H -4.5822 -8.7945 -7.2229
H -2.5840 -5.7583 -6.1895
H -3.4530 -6.4463 -7.5429
H -1.4560 -7.6612 -8.2913
H -1.0497 -5.9821 -8.0450
H 0.6622 -7.5157 -7.0638
H -0.0368 -6.4197 -5.8938
H -1.0015 -10.6195 -5.9075
H 0.4359 -10.0226 -6.7229
H -1.1172 -9.7191 -7.4249
H 0.5839 -7.8005 -3.9592
H 1.3828 -8.9111 -5.0496
H 0.1750 -9.5208 -3.9213
H -4.6837 -8.2672 -4.4968
H -5.1694 -7.2106 -5.8209
H -4.1963 -6.5656 -4.5178

These are the Löwdin partial charges, in e, on atoms 1 to 2: atom 1 (C): -0.054, atom 2 (C): -0.239

***

Question: Which value of calculated total energy does entry 1 give?
Answer: -6674.22858 Eh

***

Question: Among the records above, which one has the highest strongest force on any atom?
Answer: C46H80F5N2NiO4PSSi5Te